C57H68N5O4P2ReSSe | the ωB97M-V functional and the def2-TZVPD basis

Each line ends with the Mulliken spin population.
Positions of all 139 atoms, in Å:
Re1 -0.3115 -0.0126 -0.0198  0.756
Se1 0.3756 -0.3832 -4.6958  0.083
S1 1.6806 -2.1769 -0.1334  -0.007
P1 -1.6450 -2.1266 0.2550  0.068
P2 -1.7150 2.0594 0.0731  0.051
O1 -3.6373 -0.0538 -0.3905  0.002
O2 1.0209 1.7735 -0.5384  -0.035
O3 2.1452 0.3564 1.2681  0.010
O4 -0.2463 0.1524 2.0176  0.057
N1 4.3171 -2.0787 -0.5576  -0.001
N2 0.2024 0.1125 4.2222  0.032
N3 2.9843 -1.6959 -2.3831  0.000
N4 2.8661 2.9263 -1.1038  0.003
N5 -0.2260 -0.1658 -1.8716  -0.146
C1 -1.1289 -3.4163 -0.9217  -0.005
C2 -1.3697 4.7890 -3.5923  0.000
C3 -0.4214 4.0628 4.0139  -0.001
C4 -0.1973 -3.9087 3.6806  -0.001
C5 -5.7140 1.1391 -0.1212  0.001
C6 -6.5206 -0.1014 -0.4876  0.000
C7 -1.6471 2.6049 -2.6284  -0.015
C8 1.1514 0.0897 5.3364  -0.001
C9 -1.4205 -2.7338 1.9653  -0.001
C10 3.8524 -3.9241 -4.3720  0.001
C11 -1.0879 -4.1183 -3.2259  0.009
C12 -5.5042 3.5074 0.3805  -0.001
C13 -3.4460 -2.3116 0.0532  0.001
C14 -3.5222 2.1824 0.1501  0.013
C15 2.1335 3.7685 -2.0488  0.004
C16 -0.7018 -5.3929 -2.8301  -0.001
C17 -1.4164 3.1341 -1.3588  0.004
C18 4.8272 -3.9398 1.0060  0.001
C19 -1.3116 -3.1376 -2.2758  -0.011
C20 4.2801 3.2463 -0.9107  0.000
C21 -1.2886 -3.8151 4.5340  0.001
C22 -1.1956 -0.0635 4.6059  -0.001
C23 -5.6698 -1.3367 -0.2171  0.002
C24 -6.1988 -2.6093 -0.0465  0.001
C25 4.6218 -2.4383 0.8278  -0.004
C26 -1.1598 5.3216 -2.3299  0.001
C27 2.2505 1.9879 -0.4132  -0.010
C28 -1.6185 3.4304 -3.7403  0.005
C29 0.0041 3.6259 1.6868  -0.004
C30 2.0563 0.3845 2.6568  -0.010
C31 0.0448 -0.2454 -3.0418  0.148
C32 -4.3257 1.0897 -0.1205  -0.002
C33 -4.0107 -3.5775 0.2081  -0.002
C34 -7.8311 -0.1553 0.3024  0.000
C35 -0.2574 -3.3677 2.4040  0.008
C36 -2.4946 -2.5982 2.8482  0.006
C37 -6.8316 -0.0452 -1.9960  0.000
C38 -0.5537 -5.6831 -1.4839  0.001
C39 -5.3842 -3.7193 0.1499  0.001
C40 7.3686 -3.9501 0.7060  0.000
C41 -1.1791 2.8910 1.6003  -0.002
C42 -2.4303 -3.1440 4.1208  0.000
C43 4.7674 -2.8730 -3.7428  -0.002
C44 3.0985 -1.9589 -1.0804  0.005
C45 -1.1855 4.4997 -1.2106  -0.003
C46 6.0251 -4.5032 0.2405  0.000
C47 0.5850 0.1874 2.9769  -0.003
C48 2.9650 -4.6758 -3.3809  -0.002
C49 4.0767 -1.5663 -3.3471  0.003
C50 0.3781 4.2095 2.8882  0.000
C51 -4.1245 3.4181 0.3884  -0.001
C52 -0.7679 -4.6995 -0.5275  -0.002
C53 3.0575 1.1627 0.5774  -0.005
C54 -6.2825 2.3813 0.1331  0.001
C55 -4.2832 -1.2391 -0.1938  -0.003
C56 -1.5905 3.3198 3.9377  0.001
C57 -1.9653 2.7291 2.7400  0.007
H1 5.0910 -2.1312 -1.2047  0.000
H2 -1.4742 0.7466 5.2766  0.001
H3 2.6715 3.7906 -2.9946  0.000
H4 5.8996 -4.3258 -0.8330  0.000
H5 -7.2693 -2.7532 -0.0717  0.000
H6 -1.3621 5.4345 -4.4596  0.000
H7 3.5450 -5.0091 -2.5168  0.000
H8 -0.5378 -6.1630 -3.5702  0.000
H9 -1.2521 -4.2710 5.5137  0.000
H10 3.9124 -4.4539 0.6963  0.000
H11 4.9610 -4.1279 2.0747  0.000
H12 -5.8291 -4.6964 0.2686  0.000
H13 -2.8844 2.1587 2.6901  0.000
H14 -1.8750 1.5540 -2.7453  -0.007
H15 1.1375 3.3654 -2.2041  -0.002
H16 -8.4500 0.7122 0.0847  0.000
H17 -3.5257 4.2971 0.5857  0.000
H18 4.8054 -0.8485 -2.9572  0.000
H19 2.0615 4.7841 -1.6604  0.000
H20 -7.4110 0.8480 -2.2279  0.000
H21 3.6362 1.8045 1.2466  -0.001
H22 -7.3576 2.4880 0.1301  0.000
H23 -3.2810 -3.0589 4.7837  0.000
H24 -0.6574 -4.9486 0.5182  -0.001
H25 2.5444 -5.5633 -3.8503  0.000
H26 -1.2380 -3.8995 -4.2744  0.001
H27 3.7905 -2.0984 1.4445  0.003
H28 3.6363 -1.1157 -4.2375  0.001
H29 -0.1447 4.5438 4.9424  0.000
H30 5.2804 -3.3235 -2.8878  0.000
H31 4.6605 3.6756 -1.8341  0.000
H32 -1.3023 -1.0179 5.1183  0.001
H33 -0.9875 6.3825 -2.2111  0.000
H34 -8.4191 -1.0253 0.0191  0.000
H35 4.4120 3.9786 -0.1131  0.000
H36 -1.6729 -2.1663 -2.5893  -0.005
H37 2.6371 -0.4351 3.0979  -0.001
H38 -3.4019 -2.0994 2.5332  0.001
H39 4.8645 2.3571 -0.6897  0.000
H40 -7.6493 -0.1923 1.3766  0.000
H41 4.4902 -4.6495 -4.8781  0.000
H42 1.4091 -0.9408 5.5844  0.001
H43 5.5442 -2.5941 -4.4574  0.000
H44 7.5035 -2.8991 0.4434  0.000
H45 1.2826 4.8005 2.9424  0.000
H46 2.0544 0.6498 5.1133  0.000
H47 5.5182 -1.8875 1.1155  0.000
H48 3.2416 -3.4561 -5.1502  0.000
H49 3.7542 0.5155 0.0326  0.001
H50 -1.8281 -0.0486 3.7263  0.000
H51 6.0217 -5.5868 0.3624  0.000
H52 0.6716 0.5459 6.1987  0.000
H53 2.1281 -4.0807 -3.0147  0.002
H54 2.3965 1.3353 3.0839  0.002
H55 0.6221 3.7583 0.8107  0.000
H56 -2.2263 3.2183 4.8073  0.000
H57 8.1878 -4.4986 0.2450  0.000
H58 2.0446 -1.7490 -2.7446  -0.005
H59 -0.2828 -6.6819 -1.1706  0.000
H60 -3.3838 -4.4409 0.3864  0.000
H61 0.6001 -3.4618 1.7521  0.003
H62 7.4785 -4.0462 1.7867  0.000
H63 -5.9137 -0.0220 -2.5857  0.000
H64 -1.8113 3.0208 -4.7224  0.001
H65 0.6925 -4.4376 3.9947  0.000
H66 -5.9823 4.4589 0.5628  0.000
H67 -1.0416 4.9334 -0.2314  -0.001
H68 -7.4099 -0.9195 -2.2934  0.000

Forces on the atoms, in the same order (eV/Å):
Re 1.3699 -0.2354 0.1105
Se 0.0300 0.0209 -0.0966
S -0.6464 0.2286 0.2139
P -0.1442 -0.1242 -0.0415
P -0.1423 -0.0031 -0.0154
O -0.0439 -0.0241 -0.2909
O -0.1371 -0.4438 0.2195
O 0.0372 0.0359 0.0431
O 0.0903 -0.2429 -0.5797
N -0.0004 0.0760 -0.0105
N 0.0309 -0.0467 -0.1158
N -0.0840 0.1229 0.1028
N -0.0448 -0.0788 -0.0116
N -0.3322 -0.0327 0.0643
C -0.0424 -0.0707 0.0973
C -0.0028 0.0170 -0.0086
C -0.0039 -0.0033 0.0385
C 0.0149 0.0098 0.0092
C 0.0395 0.0306 -0.0439
C -0.0068 0.0089 -0.0469
C 0.0354 0.0411 0.0563
C 0.0728 -0.0088 0.0557
C -0.0946 0.0296 -0.0183
C 0.0178 -0.0052 0.0793
C 0.0154 -0.0052 0.0019
C 0.0566 0.0194 -0.0057
C 0.0296 0.1640 -0.0404
C 0.0342 -0.0484 0.0796
C -0.0757 -0.0237 -0.1133
C 0.0134 -0.0043 0.0192
C 0.0352 0.0703 0.0987
C 0.0193 0.0394 -0.0817
C -0.0153 0.0026 0.0253
C 0.0546 0.0412 0.0182
C 0.0009 0.0164 0.0043
C -0.0803 -0.0027 0.0044
C 0.0515 -0.0188 -0.0220
C 0.0168 -0.0108 0.0378
C -0.0068 -0.1081 0.1299
C 0.0160 -0.0163 0.0320
C 0.1221 0.0361 0.0264
C 0.0060 -0.0110 -0.0147
C 0.0260 -0.0869 0.0185
C 0.0655 -0.0723 -0.0780
C -0.1365 0.0324 -0.0986
C -0.0122 0.0924 0.1070
C -0.0635 0.0287 -0.0251
C 0.0282 0.0013 -0.0038
C 0.0539 0.1140 -0.0055
C -0.0044 -0.1149 -0.0614
C 0.0337 0.0087 0.0176
C 0.0131 0.0028 -0.0207
C 0.0493 -0.0009 0.0062
C -0.0138 -0.0473 -0.0720
C 0.0054 0.0517 -0.0957
C -0.0008 -0.0400 -0.0071
C -0.1051 0.0322 -0.0390
C 0.0216 0.2486 -0.2360
C -0.0131 -0.0423 -0.0680
C -0.0026 0.0298 0.0973
C -0.0775 0.2514 0.3218
C 0.0014 0.0107 -0.0413
C 0.0712 -0.0789 -0.0243
C 0.0212 -0.0219 -0.0048
C -0.0855 -0.0685 0.0322
C 0.0837 0.0610 0.0179
C -0.0481 -0.0167 0.0774
C 0.0441 -0.0413 0.0467
C -0.0169 -0.0828 0.1660
C 0.0027 -0.0138 -0.0002
C 0.0093 0.0610 -0.0018
H -0.0122 -0.0258 -0.0080
H 0.0039 0.0061 0.0161
H 0.0264 0.0039 -0.0067
H -0.0107 -0.0493 -0.0276
H -0.0282 0.0055 -0.0038
H 0.0086 0.0111 -0.0189
H 0.0063 -0.0184 0.0282
H -0.0023 -0.0300 -0.0325
H 0.0050 -0.0138 0.0348
H -0.0238 0.0238 0.0383
H -0.0093 -0.0252 -0.0013
H -0.0157 -0.0305 -0.0025
H -0.0453 0.0379 -0.0131
H -0.0798 0.0015 -0.0265
H 0.0215 0.0343 0.0053
H -0.0190 0.0183 -0.0072
H 0.0237 0.0329 -0.0009
H -0.0142 0.0151 -0.0049
H -0.0044 0.0163 0.0049
H -0.0229 0.0228 -0.0106
H -0.0421 0.0274 0.0005
H -0.0341 -0.0009 0.0014
H -0.0238 -0.0081 0.0064
H -0.0176 -0.0168 0.0062
H -0.0308 -0.0362 -0.0050
H -0.0163 0.0133 -0.0256
H 0.0313 0.0426 -0.0452
H 0.0121 0.0307 0.0222
H 0.0127 0.0087 0.0155
H 0.0512 0.0056 0.0072
H 0.0062 -0.0158 0.0063
H 0.0085 0.0332 -0.0024
H -0.0048 0.0274 0.0063
H -0.0160 -0.0105 -0.0065
H -0.0037 0.0019 0.0020
H -0.0394 -0.0059 -0.0141
H -0.0218 0.0716 0.0270
H -0.0320 -0.0288 -0.0038
H 0.0075 -0.0155 0.0004
H -0.0022 -0.0028 0.0156
H -0.0095 0.0200 -0.0424
H -0.0028 0.0028 -0.0001
H 0.0433 -0.0084 0.0263
H -0.0049 0.0448 0.0270
H 0.0106 0.0338 -0.0091
H -0.0159 0.0146 -0.0041
H 0.0030 0.0064 -0.0038
H 0.0078 -0.0216 -0.0415
H 0.0369 0.0820 0.0291
H 0.0041 -0.0164 0.0091
H -0.0075 -0.0108 -0.0229
H 0.0136 0.0188 -0.0097
H -0.0292 0.0084 0.0396
H -0.0416 -0.0157 -0.0186
H 0.0019 0.0538 -0.0088
H -0.0145 0.0111 0.0128
H 0.0261 0.0112 -0.0126
H 0.0658 -0.0598 0.0156
H 0.0170 -0.0166 0.0063
H 0.0093 -0.0279 -0.0055
H -0.0097 -0.0534 -0.0121
H -0.0001 0.0095 0.0253
H 0.0094 -0.0002 -0.0187
H 0.0026 -0.0214 -0.0157
H 0.0247 0.0020 0.0118
H -0.0143 0.0229 0.0078
H -0.0250 0.0419 0.0190
H -0.0099 -0.0291 -0.0173

Its total energy is -6347.42881 Eh. The expectation value of S² is 0.777. The molar mass is 1246.384 g/mol. The spin multiplicity is 2. As for the total charge: +3.